[1]
{"formula": "C7H17BrNO", "method": "ωB97M-V/def2-TZVPD", "species": ["C", "C", "C", "C", "C", "C", "C", "N", "O", "Br", "H", "H", "H", "H", "H", "H", "H", "H", "H", "H", "H", "H", "H", "H", "H", "H", "H"], "coordinates": [[-1.472, -1.568, -1.326], [-2.006, 0.859, -0.743], [0.054, 0.236, -2.122], [0.358, 1.278, 2.274], [2.203, -0.769, 1.637], [-0.924, -0.149, -0.983], [0.950, 0.534, 1.014], [-0.124, -0.369, 0.310], [1.628, 1.308, 0.239], [2.783, -1.637, -0.001], [-2.409, -1.812, -0.688], [-1.723, -1.441, -2.325], [-0.673, -2.486, -1.259], [-1.591, 1.927, -0.793], [-2.431, 0.782, 0.317], [-2.989, 0.698, -1.423], [0.304, 1.261, -2.182], [0.874, -0.488, -2.012], [-0.386, 0.047, -3.093], [-0.399, 0.712, 2.722], [-0.030, 2.192, 1.921], [1.314, 1.464, 2.942], [3.014, -0.105, 2.098], [1.773, -1.558, 2.302], [0.220, -1.340, 0.117], [-0.781, -0.508, 1.085], [2.466, 0.932, -0.027]], "forces_ev_per_a": [[0.5, -1.3, 2.8], [-2.5, 1.4, 0.6], [-0.6, -1.6, 0.5], [3.9, -0.7, -1.2], [-1.8, 2.3, -0.4], [0.5, -0.5, -0.8], [0.9, -4.0, 3.9], [0.0, -0.9, 0.7], [0.5, 2.2, -1.6], [0.3, 0.1, 0.5], [1.6, 0.2, -1.1], [-0.9, -0.4, -1.8], [-1.8, 2.4, -0.1], [-0.8, -1.5, -0.3], [0.5, -0.1, -1.3], [2.6, 0.6, 1.3], [0.8, 1.0, 0.6], [0.3, 0.7, -0.4], [-0.4, -0.3, 0.0], [-0.9, -0.8, 1.1], [-0.5, 1.3, -0.2], [-2.3, -0.3, -1.1], [-1.1, -1.3, -0.7], [0.4, 1.0, -0.4], [0.6, 1.0, 0.4], [-0.2, 0.0, -0.4], [0.4, -0.3, -0.5]], "mulliken_charge": [-1.4598, -1.3896, -1.4417, -1.3555, -0.6462, 1.0453, 0.0905, -0.1220, -0.3828, -0.0820, 0.3325, 0.4910, 0.3894, 0.3246, 0.3505, 0.3257, 0.3287, 0.3523, 0.4816, 0.4591, 0.4381, 0.2949, 0.4609, 0.4116, 0.4047, 0.4968, 0.4013], "multiplicity": 1, "e_homo_ha": -0.5141, "charge": 1, "lumo_energy_ev": -2.866, "orbital_gap_ev": 11.12}

[2]
{"formula": "C4H8N2O", "method": "ωB97M-V/def2-TZVPD", "species": ["H", "N", "C", "C", "C", "O", "C", "N", "H", "H", "H", "H", "H", "H", "H"], "coordinates": [[3.354, -0.013, 1.042], [2.346, 0.023, 0.895], [1.966, -0.039, -0.298], [0.411, 0.182, -0.680], [-0.422, -0.472, 0.369], [-0.607, -1.844, 0.240], [-1.851, 0.335, 0.299], [-1.896, 1.578, 0.144], [-2.815, 2.006, 0.260], [2.641, -0.134, -1.165], [0.261, 1.262, -0.680], [0.244, -0.240, -1.672], [-0.004, -0.301, 1.366], [-0.907, -2.045, -0.656], [-2.720, -0.299, 0.535]], "forces_ev_per_a": [[-0.1, -0.2, -0.3], [-0.2, 0.1, 0.5], [-1.4, 0.7, -1.3], [3.5, -0.8, 0.8], [-2.8, 2.2, -0.2], [-0.1, -0.6, -0.2], [1.2, -1.5, 1.1], [0.3, 0.4, 0.0], [0.0, -0.4, -0.2], [0.0, 0.0, 0.3], [-0.1, -0.1, -0.1], [-0.2, 0.1, 0.0], [-0.1, 0.0, -0.2], [0.1, 0.0, 0.1], [0.0, 0.0, -0.1]], "mulliken_charge": [0.2446, -0.5347, -0.1399, -0.6603, -0.0765, -0.5375, -0.1572, -0.5479, 0.2464, 0.3756, 0.3218, 0.3690, 0.3768, 0.3582, 0.3617], "multiplicity": 1, "e_homo_ha": -0.3456, "lumo_energy_ev": 0.911, "orbital_gap_ev": 10.31}

[3]
{"formula": "C5H9I", "method": "ωB97M-V/def2-TZVPD", "species": ["C", "C", "C", "C", "C", "I", "H", "H", "H", "H", "H", "H", "H", "H", "H"], "coordinates": [[-0.785, 0.776, 0.249], [-0.335, 0.384, -0.922], [-1.906, 1.907, 0.304], [1.806, -1.179, 0.608], [1.128, -1.360, -0.667], [-0.052, -3.148, -1.101], [-0.443, 0.323, 1.179], [-0.482, 0.465, -2.024], [-2.579, 1.436, 0.995], [-2.286, 2.236, -0.701], [-1.462, 2.706, 0.799], [2.732, -0.564, 0.434], [2.023, -2.088, 1.157], [1.105, -0.690, 1.287], [1.537, -1.205, -1.596]], "forces_ev_per_a": [[-1.2, 1.6, -2.2], [2.5, -3.5, 0.4], [1.3, -2.5, -0.8], [0.6, 0.5, 0.5], [-4.4, 1.5, -0.4], [0.4, 0.7, 0.6], [-0.1, 0.2, -0.1], [-0.1, 0.4, 1.4], [-1.2, 0.3, -0.1], [0.2, -0.7, 1.2], [0.6, 1.7, 0.8], [-0.9, -0.5, 0.5], [0.4, -0.4, -0.3], [0.3, 0.4, 0.2], [1.6, 0.4, -1.6]], "mulliken_charge": [-0.0482, -0.1644, -1.1130, -0.5940, -0.7150, -0.0115, 0.1915, 0.2895, 0.3048, 0.2986, 0.3214, 0.2165, 0.3286, 0.1659, 0.5293], "multiplicity": 1, "e_homo_ha": -0.3012, "lumo_energy_ev": 0.597, "orbital_gap_ev": 8.79}

[4]
{"formula": "C2FO4S", "method": "ωB97M-V/def2-TZVPD", "species": ["C", "C", "O", "O", "O", "O", "F", "S"], "coordinates": [[1.376, -0.245, -0.274], [0.130, 0.596, 0.276], [1.125, -0.114, 1.038], [2.009, -0.877, -1.061], [-1.365, -1.432, 0.553], [-1.895, 0.097, -1.240], [0.289, 2.006, 0.509], [-1.669, -0.030, 0.199]], "forces_ev_per_a": [[-3.7, 1.5, 0.4], [2.4, 0.8, -1.6], [1.2, -1.0, 0.5], [0.2, 0.6, 1.1], [0.0, -0.2, 0.5], [-0.3, 0.6, -0.8], [-0.2, -1.9, -0.4], [0.3, -0.5, 0.5]], "mulliken_charge": [0.3164, 0.5582, -0.3205, -0.4985, -0.6265, -0.6084, -0.2998, 0.4792], "multiplicity": 1, "e_homo_ha": -0.1542, "charge": -1, "lumo_energy_ev": 3.900, "orbital_gap_ev": 8.10}

[5]
{"formula": "C21H14BrFN3O6Ru", "method": "ωB97M-V/def2-TZVPD", "species": ["Ru", "O", "C", "O", "C", "C", "C", "C", "C", "N", "C", "O", "O", "H", "H", "H", "C", "O", "C", "C", "C", "Br", "C", "C", "C", "O", "C", "N", "C", "C", "C", "C", "C", "C", "N", "H", "H", "H", "H", "H", "H", "H", "H", "H", "H", "H", "F"], "coordinates": [[-0.527, -0.521, 0.204], [1.655, -0.011, 3.638], [0.985, 0.069, 2.634], [1.006, -0.738, 1.602], [0.019, 1.201, 2.442], [-0.457, 2.055, 3.413], [-1.398, 3.007, 3.036], [-1.842, 3.072, 1.720], [-1.319, 2.172, 0.817], [-0.401, 1.288, 1.184], [-1.684, 2.025, -0.637], [-2.222, 2.937, -1.227], [-1.340, 0.864, -1.125], [-0.103, 1.949, 4.429], [-1.796, 3.691, 3.775], [-2.585, 3.782, 1.386], [2.357, 0.705, -1.188], [1.236, -0.187, -1.209], [1.108, -1.001, -2.307], [1.965, -1.006, -3.364], [1.701, -1.858, -4.459], [2.947, -1.913, -5.882], [0.585, -2.627, -4.509], [-0.315, -2.621, -3.415], [-0.039, -1.870, -2.272], [-0.792, -1.936, -1.215], [-1.529, -3.379, -3.418], [-2.425, -3.378, -2.430], [-3.513, -4.175, -2.773], [-4.685, -4.478, -2.098], [-5.569, -5.325, -2.741], [-5.290, -5.850, -4.009], [-4.118, -5.546, -4.678], [-3.239, -4.693, -4.032], [-1.992, -4.177, -4.398], [2.284, 1.419, -2.009], [3.286, 0.140, -1.257], [2.317, 1.214, -0.235], [2.840, -0.372, -3.388], [0.400, -3.241, -5.380], [-2.239, -2.833, -1.584], [-4.888, -4.070, -1.117], [-6.495, -5.596, -2.252], [-6.008, -6.512, -4.474], [-3.901, -5.962, -5.654], [-1.522, -4.351, -5.268], [-2.071, -1.098, 1.110]], "forces_ev_per_a": [[2.4, 3.1, -1.4], [0.1, 0.0, 0.0], [-0.1, -0.5, -0.2], [-0.1, -0.6, 0.1], [0.0, 0.3, 0.0], [0.1, 0.2, 0.0], [0.0, 0.0, 0.0], [0.1, 0.2, 0.0], [0.2, 0.1, -0.1], [-1.2, -0.9, 1.1], [-0.3, -0.2, -0.1], [0.0, -0.1, -0.1], [-0.1, -0.4, 0.0], [0.0, 0.0, 0.0], [0.0, 0.0, 0.0], [0.0, 0.0, 0.0], [-0.2, -0.1, 0.1], [0.0, -0.4, -0.1], [-0.3, 0.0, 0.3], [0.1, -0.1, -0.2], [0.2, 0.1, 0.0], [0.0, 0.0, 0.0], [-0.3, -0.2, 0.0], [0.2, -0.2, -0.2], [0.2, 0.5, 0.6], [0.1, -0.7, -0.1], [-0.1, 0.0, 0.1], [-0.4, -0.3, -0.1], [0.2, 0.1, 0.1], [0.0, 0.0, 0.1], [0.0, 0.0, 0.0], [0.0, 0.0, 0.0], [0.0, 0.0, -0.1], [0.1, 0.0, -0.1], [-0.2, -0.2, -0.1], [-0.1, 0.0, 0.0], [0.0, 0.0, 0.0], [-0.1, 0.1, 0.1], [-0.1, 0.0, 0.0], [0.0, 0.0, 0.0], [0.1, 0.1, 0.0], [0.0, 0.0, 0.0], [0.0, 0.0, 0.0], [0.0, 0.0, 0.0], [0.0, 0.0, 0.0], [0.0, 0.0, 0.0], [-0.6, 0.0, 0.6]], "mulliken_charge": [0.8781, -0.6614, 0.2715, -0.5895, 0.4978, -0.6764, -0.2210, -0.6597, 0.5525, 0.3495, 0.2081, -0.6694, -0.4915, 0.5124, 0.4316, 0.4946, -1.0903, -0.1429, 0.9528, -0.4786, -0.8268, -0.2268, -0.6002, 0.4261, 1.0549, -1.2660, 0.3679, 0.2624, 0.4767, -0.6697, -0.5504, -0.4342, -0.9235, 0.4260, -0.0568, 0.3981, 0.3901, 0.2512, 0.5528, 0.4345, -0.1080, 0.4814, 0.3939, 0.3880, 0.3951, 0.2267, -0.7318], "multiplicity": 2, "s2": 0.76, "e_homo_ha": [-0.2938, -0.2958], "lumo_energy_ev": [-0.731, -0.762], "orbital_gap_ev": [7.26, 7.29]}